[1]
A 2-piece molecular cluster, C4H5ClF2O2 overall at a distorted geometry. Source: the OMol25 dataset; level of theory: ωB97M-V/def2-TZVPD.

The geometry in XYZ format:
```
14
Properties=species:S:1:pos:R:3:forces:R:3
C -0.845 1.548 -1.016 -0.27 -0.49 -0.61
C -0.559 0.641 0.066 1.74 -0.74 -0.92
C -1.077 -0.516 0.813 -0.52 0.23 0.84
C 2.126 -0.411 -0.133 -1.15 -0.31 -0.38
O -0.538 1.943 0.334 -0.11 0.66 1.09
O -1.306 -1.581 -0.067 0.02 -0.32 -0.33
F 2.460 -0.679 -1.408 -0.05 0.21 0.66
F 1.905 -1.586 0.496 0.24 0.51 -0.17
Cl 3.309 0.563 0.684 -0.02 -0.08 -0.06
H -0.077 1.764 -1.747 0.03 0.00 0.00
H -1.870 1.732 -1.318 -0.03 0.08 0.03
H -2.024 -0.222 1.313 0.19 -0.01 -0.04
H -0.359 -0.776 1.603 -0.11 0.05 -0.08
H -1.145 -2.419 0.379 0.04 0.22 -0.03
```
Forces are in eV/Å.

Properties
energy above the lowest of the compared OMol25 structures with the same formula, charge and spin	74.61	kcal/mol
HOMO level (alpha / beta)	-0.3299 / -0.2822	Ha
frontier orbital gap (alpha / beta)	9.52 / 7.26	eV

Results of the natural (NBO) charge analysis, in e, for atoms 1 through 4: C -0.142; C 0.314; C -0.143; C 0.571

[2]
A 5-piece molecular cluster, C12H31F3N3O7S overall at a distorted geometry. Source: the OMol25 dataset; level of theory: ωB97M-V/def2-TZVPD.

The geometry in XYZ format:
```
57
Properties=species:S:1:pos:R:3:forces:R:3
O -0.161 0.294 0.057 -0.23 0.64 0.05
H -0.351 -0.113 -0.799 0.11 0.01 -0.01
C -3.070 -1.373 -0.088 -0.09 -0.17 -0.28
C -3.666 -0.016 -0.020 -0.64 -0.51 0.17
O -4.773 0.315 -0.251 -0.12 0.35 -0.05
N -2.727 1.073 0.532 0.36 -0.29 -1.26
H -1.739 0.677 0.379 0.43 0.39 0.57
H -2.835 1.836 -0.140 -0.06 0.04 0.13
C -3.094 1.522 1.891 -0.06 -0.86 -0.03
H -2.154 -1.400 -0.677 0.09 0.01 0.17
H -3.763 -2.046 -0.590 -0.14 0.10 0.01
H -2.901 -1.721 0.936 0.25 -0.02 -0.09
H -4.124 1.861 1.845 0.05 0.28 0.17
H -2.389 2.261 2.252 -0.09 0.20 -0.05
H -3.048 0.638 2.526 0.00 0.11 0.16
C 0.851 1.449 -2.920 0.26 -0.19 0.50
C 0.466 2.714 -2.255 -0.05 0.00 -0.47
O 0.015 3.696 -2.725 -0.19 0.23 0.09
N 0.739 2.723 -0.747 0.44 0.12 0.19
H 0.326 1.840 -0.282 -0.12 -0.75 -0.32
H 1.753 2.634 -0.654 -0.09 -0.19 0.01
C 0.332 3.977 -0.089 -0.39 0.35 0.34
H 0.742 1.507 -3.995 -0.01 0.11 -0.04
H 0.222 0.650 -2.533 -0.06 -0.06 -0.18
H 1.877 1.205 -2.627 0.01 -0.07 -0.21
H 0.307 3.848 0.991 0.20 -0.18 -0.01
H -0.671 4.249 -0.407 0.06 0.03 -0.19
H 1.023 4.773 -0.343 -0.07 0.07 -0.09
C 3.793 -2.198 2.700 -0.62 -0.72 0.43
N 2.950 -1.084 2.179 0.46 0.17 -0.24
C 3.571 0.209 2.575 -0.04 0.26 0.08
C 2.967 -1.124 0.678 0.24 -0.31 -0.04
C 1.545 -1.129 2.770 0.53 0.50 0.02
C 0.675 -2.267 2.299 -0.95 0.23 0.27
O 0.359 -2.245 0.945 0.43 -0.15 -0.60
H 3.180 -3.096 2.674 0.14 -0.05 -0.02
H 4.054 -1.991 3.734 0.06 0.03 -0.02
H 4.678 -2.392 2.103 0.04 0.42 -0.12
H 2.913 1.019 2.268 0.04 -0.02 -0.08
H 4.529 0.306 2.072 0.07 -0.03 0.09
H 3.696 0.258 3.654 0.02 -0.12 0.01
H 2.497 -2.033 0.321 -0.19 0.02 0.06
H 4.013 -1.138 0.379 -0.03 0.24 -0.03
H 2.447 -0.249 0.301 -0.14 -0.07 -0.05
H 1.133 -0.152 2.519 -0.27 -0.14 -0.16
H 1.689 -1.146 3.852 -0.04 -0.16 0.00
H -0.277 -2.201 2.848 0.28 0.13 0.47
H 1.103 -3.222 2.607 0.02 -0.14 -0.41
H 0.171 -1.323 0.627 -0.07 -0.18 0.42
C -1.940 -0.751 -4.273 -0.54 -0.20 -0.18
F -2.404 -0.036 -5.295 0.18 0.09 0.11
F -0.623 -0.938 -4.454 0.11 0.19 0.04
F -2.058 0.060 -3.156 0.20 -0.07 0.10
S -2.858 -2.360 -4.072 0.12 -0.13 -0.40
O -2.810 -2.906 -5.400 0.16 0.08 0.05
O -2.020 -3.026 -3.092 -0.18 0.26 0.39
O -4.160 -1.917 -3.633 0.15 0.11 0.48
```
Forces are in eV/Å.

Properties
energy above the lowest of the compared OMol25 structures with the same formula, charge and spin	0.00	kcal/mol
HOMO level	-0.3701	Ha
total charge	+1
frontier orbital gap	6.43	eV

Results of the natural (NBO) charge analysis, in e, for atoms 1 through 4: O -1.230; H 0.463; C -0.750; C 0.727

[3]
A 9-piece molecular cluster, C5H27NO9 overall. Source: the OMol25 dataset; level of theory: ωB97M-V/def2-TZVPD.

The geometry in XYZ format:
```
42
Properties=species:S:1:pos:R:3:forces:R:3
C 1.177 1.080 1.880 0.59 -0.47 -0.26
C 0.374 1.033 0.568 -0.29 0.21 0.19
C -0.959 0.405 0.921 0.64 -0.62 -0.42
O -1.099 -0.806 0.878 -0.16 0.64 0.39
N 0.184 2.324 -0.125 0.24 -0.11 -0.08
C -0.379 3.375 0.714 -0.26 0.22 -0.34
C 1.442 2.768 -0.723 0.20 0.10 -0.35
H 2.157 1.531 1.713 -0.12 0.18 -0.05
H 1.403 0.052 2.193 -0.27 0.17 0.08
H 0.678 1.610 2.679 -0.17 0.10 0.21
H 0.907 0.364 -0.114 -0.18 0.10 -0.09
H -1.761 1.069 1.255 -0.10 -0.15 0.19
H -0.540 4.278 0.118 0.15 -0.11 -0.13
H -1.376 3.093 1.053 0.14 -0.03 0.30
H 0.276 3.662 1.540 -0.06 -0.10 0.21
H 2.179 3.093 0.018 0.03 -0.01 0.09
H 1.252 3.618 -1.386 -0.06 -0.04 0.11
H 1.886 1.972 -1.332 -0.13 0.00 0.19
O 2.160 -0.554 -2.037 -0.34 0.26 -0.33
H 1.295 -0.509 -2.510 0.75 0.00 0.45
H 2.029 -1.300 -1.434 -0.08 0.08 -0.19
O 0.607 -2.309 -0.629 -0.53 -0.43 0.34
H 0.522 -3.213 -0.252 0.09 0.42 -0.19
H -0.010 -1.771 -0.075 0.49 -0.27 -0.27
O -2.220 -3.171 1.703 -0.02 -0.10 0.13
H -2.051 -2.292 1.308 -0.07 -0.14 0.43
H -2.337 -3.041 2.656 0.06 0.13 -0.46
O 2.204 -2.653 1.914 -0.14 -0.13 0.12
H 2.208 -2.188 1.068 -0.09 -0.22 0.05
H 1.558 -3.379 1.798 0.38 0.47 -0.03
O -0.522 -0.789 -2.794 -0.41 0.19 -0.10
H -1.169 -0.383 -2.194 0.04 -0.20 0.03
H -0.349 -1.662 -2.410 0.04 0.02 0.14
O -1.296 2.264 -2.627 0.12 -0.01 -0.08
H -0.875 1.581 -3.167 0.03 0.12 -0.07
H -0.699 2.371 -1.856 0.02 -0.08 0.11
O 0.168 -4.417 1.098 -0.60 -0.52 0.10
H 0.110 -5.383 1.038 0.04 0.44 0.02
H -0.735 -4.094 1.360 0.36 -0.13 -0.08
O -2.621 0.674 -0.946 -0.34 -0.07 -0.44
H -2.307 1.353 -1.591 -0.29 -0.09 -0.02
H -3.471 0.342 -1.272 0.29 0.20 0.09
```
Forces are in eV/Å.

Properties
energy above the lowest of the compared OMol25 structures with the same formula, charge and spin	25.91	kcal/mol
HOMO level	-0.3494	Ha
frontier orbital gap	9.84	eV

Results of the natural (NBO) charge analysis, in e, for atoms 1 through 4: C -0.647; C -0.189; C 0.534; O -0.635

[4]
An isolated ion of composition C10H11F9NO2S and charge +1 at a distorted geometry. Source: the OMol25 dataset; level of theory: ωB97M-V/def2-TZVPD.

The geometry in XYZ format:
```
34
Properties=species:S:1:pos:R:3:forces:R:3
C -0.438 -3.656 -0.445 -0.10 -0.02 0.36
C -1.396 -2.935 -0.407 -0.05 -0.16 -0.15
C -2.605 -2.110 -0.407 0.34 0.20 0.09
C -2.581 -1.047 -1.521 0.10 -0.28 0.21
C -1.640 0.146 -1.271 -0.49 -0.28 -0.63
N -1.505 0.508 0.176 -0.03 0.22 -0.02
C -2.805 1.002 0.767 -0.24 0.14 0.34
S -0.296 1.824 0.476 0.18 1.05 0.68
O -0.664 2.942 -0.307 -0.16 -0.33 -0.41
O -0.245 1.887 1.889 0.08 -0.54 0.01
C 1.239 1.054 -0.249 0.17 -0.16 -0.44
F 1.191 1.263 -1.562 -0.02 0.01 0.18
F 1.146 -0.269 -0.017 -0.03 0.10 0.10
C 2.561 1.680 0.343 0.00 -0.08 0.06
F 3.318 2.090 -0.671 0.04 -0.02 0.04
F 2.241 2.751 1.085 -0.17 -0.04 -0.03
C 3.355 0.692 1.246 0.59 0.33 0.10
F 2.529 0.201 2.180 -0.15 0.01 -0.05
F 4.291 1.432 1.860 -0.11 -0.10 -0.11
C 4.074 -0.482 0.471 -0.27 -0.45 0.40
F 3.679 -1.646 0.992 0.06 0.15 -0.10
F 3.733 -0.472 -0.820 -0.01 0.04 -0.12
F 5.380 -0.385 0.580 0.04 0.11 -0.09
H 0.349 -4.368 -0.344 0.09 0.12 -0.20
H -3.499 -2.724 -0.511 0.08 -0.12 -0.09
H -2.683 -1.667 0.592 -0.28 0.04 -0.06
H -2.186 -1.535 -2.412 -0.16 0.05 -0.11
H -3.597 -0.739 -1.762 0.03 0.22 0.16
H -2.039 1.032 -1.764 0.16 0.08 0.03
H -0.666 -0.075 -1.697 0.10 0.03 0.30
H -1.161 -0.279 0.736 0.00 -0.13 -0.21
H -3.601 0.875 0.042 0.08 -0.09 -0.07
H -3.027 0.454 1.678 0.08 -0.08 -0.05
H -2.728 2.056 1.028 0.06 0.01 -0.13
```
Forces are in eV/Å.

Properties
HOMO level	-0.5049	Ha
total charge	+1
frontier orbital gap	10.24	eV

Results of the natural (NBO) charge analysis, in e, for atoms 1 through 4: C -0.165; C -0.084; C -0.480; C -0.415